No. 1
The following is a quantum chemistry calculation of a 2-piece molecular cluster, C6H12N2O overall, from the OMol25 dataset.

```
21
Properties=species:S:1:pos:R:3
H 0.933 0.540 -2.809
N 0.380 0.557 -1.961
C 0.437 -0.495 -1.209
N 1.184 -1.576 -1.545
C -0.248 -0.510 0.101
C -0.201 -1.809 0.881
C -1.551 0.304 0.204
C -0.367 0.787 0.906
C 0.016 1.232 2.103
H 1.827 -1.514 -2.317
H 1.326 -2.331 -0.900
H -0.776 -1.690 1.797
H -0.619 -2.638 0.305
H 0.817 -2.062 1.184
H -1.858 0.825 -0.693
H -2.357 -0.152 0.764
H 1.037 1.135 2.439
H -0.613 1.919 2.651
O 0.443 2.546 -0.434
H -0.259 3.139 -0.156
H 0.447 1.792 -1.312
```

Computed properties:
Gap between HOMO and LUMO = 8.573 eV
SMILES = [H]/N=C(\N)[C@]1(C)CC1=C.O
E_HOMO = -7.915 eV
Relative energy (zero: lowest compared OMol25 entry of this formula, charge and spin) = 73.3 kcal per mole
Energy = -11441.4931 eV
M = 128.2 g mol⁻¹
Spin multiplicity = 1


No. 2
The following is a quantum chemistry calculation of C18H12BrN7O5Sr as an isolated structure, from the OMol25 dataset.

```
44
Properties=species:S:1:pos:R:3
Sr -0.843 0.350 -0.073
O -6.408 -1.116 -2.427
C -5.338 -0.821 -1.970
C -4.037 -0.632 -2.746
O -3.865 -0.832 -3.926
C -3.040 -0.180 -1.760
C -3.590 -0.187 -0.461
O -2.900 0.085 0.623
C -5.009 -0.575 -0.500
O -5.773 -0.661 0.435
O -1.805 0.174 -2.027
Br 4.181 5.141 -3.059
C 3.390 3.592 -2.338
C 4.139 2.428 -2.238
C 3.559 1.285 -1.715
C 2.240 1.299 -1.288
C 1.509 2.485 -1.378
C 2.074 3.631 -1.913
N 1.545 0.173 -0.745
C 1.983 -1.003 -0.757
C 1.178 -2.140 -0.193
C 1.689 -3.416 -0.195
C 0.917 -4.448 0.336
C -0.332 -4.164 0.842
C -0.781 -2.846 0.798
N -0.036 -1.864 0.301
H 5.168 2.416 -2.570
H 4.159 0.386 -1.640
H 0.473 2.512 -1.054
H 1.497 4.541 -2.001
H 2.950 -1.271 -1.191
H 2.671 -3.608 -0.611
H 1.294 -5.462 0.344
H -0.963 -4.938 1.256
H -1.761 -2.563 1.168
N -0.599 0.645 5.342
N -0.204 1.149 4.116
N 0.416 2.301 4.008
C 0.488 2.413 2.686
N -0.061 1.366 2.057
N -0.500 0.549 3.011
H 0.103 0.906 6.022
H -0.722 -0.354 5.244
H 0.942 3.254 2.189
```

Computed properties:
Gap between HOMO and LUMO = 4.820 eV
E_HOMO = -6.491 eV
Relative energy (zero: lowest compared OMol25 entry of this formula, charge and spin) = 18.5 kcal per mole
Energy = -110405.4021 eV
M = 573.9 g mol⁻¹
Spin multiplicity = 1


No. 3
The following is a quantum chemistry calculation of C4H4FeO2 as an isolated structure, from the OMol25 dataset.

```
11
Properties=species:S:1:pos:R:3
H 0.886 1.506 0.877
O 1.535 1.017 -2.099
C 0.550 0.509 -1.324
C 0.172 1.102 -0.198
C -0.415 0.759 1.024
H 1.444 0.708 -3.006
H 0.035 -0.382 -1.696
H -1.131 1.429 1.511
C -0.790 -0.867 1.516
O -0.850 -1.990 1.830
Fe -1.437 -3.792 1.565
```

Computed properties:
Gap between HOMO and LUMO (alpha / beta) = 7.559 / 6.856 eV
E_HOMO (alpha / beta) = -17.066 / -17.379 eV
Relative energy (zero: lowest compared OMol25 entry of this formula, charge and spin) = 14.7 kcal per mole
Energy = -42667.6115 eV
M = 139.9 g mol⁻¹
Total charge = +2
Spin multiplicity = 5


No. 4
The following is a quantum chemistry calculation of a 19-piece molecular cluster, C53H152N20O19 overall, from the OMol25 dataset.

```
244
Properties=species:S:1:pos:R:3
C 3.118 -4.755 2.156
O 3.745 -4.262 1.192
N 3.595 -5.825 2.946
N 1.876 -4.322 2.638
H 2.985 -6.293 3.574
H 4.438 -6.309 2.690
H 1.348 -3.544 2.296
H 1.453 -4.806 3.417
C -0.242 3.047 0.463
O -1.265 2.331 0.300
N 0.786 2.665 1.219
N -0.065 4.297 -0.108
H 1.555 3.332 1.301
H 1.138 1.702 1.243
H 0.787 4.847 0.049
H -0.857 4.836 -0.405
C -1.489 -2.609 -3.019
O -0.534 -3.424 -3.009
N -2.125 -2.209 -1.875
N -1.951 -2.133 -4.200
H -2.831 -1.477 -1.809
H -2.025 -2.851 -1.111
H -1.376 -2.162 -5.022
H -2.607 -1.385 -3.993
C 5.227 -1.244 3.022
O 5.536 -0.194 3.658
N 3.972 -1.519 2.486
N 6.150 -2.287 2.767
H 3.903 -2.451 2.122
H 3.184 -0.856 2.542
H 6.967 -2.318 3.324
H 5.891 -3.120 2.299
C 1.054 -0.924 0.692
O 1.804 -0.114 1.257
N 1.519 -2.205 0.395
N -0.253 -0.699 0.407
H 2.500 -2.292 0.178
H 0.835 -2.833 -0.026
H -0.774 -1.400 -0.098
H -0.598 0.248 0.460
C 2.719 -5.237 -4.182
O 2.154 -5.787 -5.093
N 2.263 -4.001 -3.510
N 3.891 -5.727 -3.478
H 1.376 -3.558 -3.784
H 2.733 -3.639 -2.683
H 4.396 -5.130 -2.863
H 4.374 -6.564 -3.783
C -1.296 -6.397 -0.929
C -0.066 -5.715 -0.342
C 1.187 -6.452 -0.838
O -0.053 -4.254 -0.624
H -2.212 -5.944 -0.549
H -1.186 -7.422 -0.530
H -1.317 -6.415 -2.020
H -0.119 -5.664 0.745
H 1.175 -6.389 -1.931
H 1.140 -7.516 -0.633
H 2.113 -5.989 -0.533
H -0.364 -4.109 -1.552
C 6.895 -2.944 -2.276
C 5.678 -2.843 -1.369
C 4.710 -1.898 -1.956
O 5.119 -4.222 -1.272
H 7.411 -2.006 -2.530
H 6.623 -3.505 -3.175
H 7.624 -3.644 -1.811
H 5.982 -2.549 -0.357
H 4.571 -2.188 -2.998
H 5.047 -0.876 -1.938
H 3.772 -1.920 -1.394
H 4.705 -4.260 -0.391
C -4.773 1.153 0.846
C -3.684 0.137 0.765
C -4.221 -1.246 0.821
O -2.936 0.284 -0.450
H -5.312 1.221 -0.083
H -4.387 2.171 0.910
H -5.368 0.952 1.743
H -2.960 0.371 1.584
H -3.525 -2.003 1.147
H -4.592 -1.552 -0.166
H -5.071 -1.357 1.501
H -2.483 1.139 -0.393
C 3.229 2.423 6.651
C 3.469 2.146 5.208
C 2.147 1.789 4.577
O 3.967 3.304 4.538
H 4.107 2.869 7.097
H 3.034 1.452 7.104
H 2.454 3.126 6.904
H 4.233 1.362 5.209
H 1.615 0.978 5.063
H 2.329 1.462 3.556
H 1.560 2.707 4.555
H 4.927 3.246 4.404
C -0.215 -2.895 5.031
C -0.478 -2.786 6.539
C -1.830 -3.338 6.907
O 0.392 -3.603 7.327
H -0.373 -3.921 4.668
H 0.801 -2.614 4.745
H -0.869 -2.234 4.466
H -0.335 -1.695 6.639
H -2.641 -2.792 6.426
H -1.932 -3.344 7.998
H -1.862 -4.404 6.686
H 1.310 -3.370 7.240
C 6.571 4.116 0.898
C 5.660 3.192 1.701
C 5.056 2.069 0.813
O 4.443 2.566 -0.322
C 3.881 1.583 -1.120
N 6.294 2.573 2.847
H 7.049 4.775 1.631
H 6.197 4.658 0.027
H 7.451 3.551 0.583
H 4.830 3.812 2.039
H 4.383 1.505 1.489
H 5.848 1.353 0.498
H 3.022 1.090 -0.614
H 4.636 0.850 -1.424
H 3.452 2.107 -1.952
H 7.277 2.710 2.874
H 5.989 1.630 3.065
C -6.028 0.339 -3.027
C -4.920 1.163 -3.673
C -4.848 2.555 -3.010
O -5.949 3.414 -3.052
C -6.373 3.722 -4.376
N -3.573 0.458 -3.391
H -7.020 0.717 -3.284
H -5.955 0.285 -1.935
H -6.038 -0.716 -3.400
H -5.064 1.273 -4.743
H -4.041 3.051 -3.578
H -4.622 2.392 -1.973
H -5.477 4.028 -4.917
H -7.198 4.443 -4.341
H -6.746 2.792 -4.846
H -3.586 0.392 -2.379
H -2.800 1.114 -3.507
C -0.285 1.193 8.089
C -1.756 1.355 7.536
C -1.842 1.487 6.077
O -1.110 0.456 5.454
C -1.015 0.525 4.038
N -2.720 0.336 7.963
H 0.356 1.773 7.439
H 0.114 0.155 8.030
H -0.212 1.465 9.141
H -2.105 2.340 7.886
H -1.437 2.443 5.761
H -2.883 1.369 5.845
H -0.501 -0.391 3.762
H -0.373 1.323 3.669
H -2.023 0.512 3.547
H -2.309 -0.592 7.787
H -2.783 0.337 8.979
C -2.672 3.176 -7.337
C -1.421 2.273 -7.020
C -0.560 2.923 -5.890
O -1.414 2.953 -4.678
C -0.742 3.345 -3.538
N -1.867 0.873 -6.725
H -3.240 3.269 -6.411
H -3.305 2.741 -8.096
H -2.379 4.146 -7.703
H -0.887 2.180 -7.965
H -0.326 3.984 -6.034
H 0.388 2.457 -5.624
H -0.101 2.593 -3.068
H -1.541 3.673 -2.873
H -0.121 4.246 -3.724
H -2.305 0.843 -5.828
H -1.129 0.197 -6.745
C -4.724 3.965 6.838
C -5.288 4.574 5.575
C -4.644 4.097 4.233
O -3.265 4.242 4.309
C -2.513 4.082 3.125
N -6.726 4.491 5.508
H -4.976 2.912 6.916
H -5.162 4.476 7.700
H -3.634 4.003 6.800
H -5.116 5.640 5.663
H -5.175 4.662 3.445
H -4.791 3.024 4.089
H -2.640 4.919 2.429
H -2.765 3.087 2.742
H -1.468 4.091 3.382
H -6.959 3.562 5.184
H -7.253 5.068 4.872
C 1.898 7.807 -0.280
C 2.723 6.555 -0.546
C 4.191 6.858 -0.689
O 4.378 7.595 -1.874
C 5.754 7.708 -2.237
N 2.439 5.597 0.538
H 2.215 8.337 0.641
H 0.838 7.519 -0.131
H 2.017 8.482 -1.131
H 2.448 6.142 -1.527
H 4.738 5.933 -0.739
H 4.554 7.351 0.207
H 6.259 6.716 -2.208
H 6.267 8.283 -1.455
H 5.903 8.148 -3.212
H 2.604 5.870 1.495
H 3.031 4.771 0.474
C -6.319 -5.123 -1.034
C -5.297 -4.644 -2.069
C -4.466 -5.767 -2.614
O -5.379 -6.684 -3.235
C -4.770 -7.865 -3.701
N -6.087 -3.913 -3.089
H -7.068 -4.433 -0.694
H -5.761 -5.503 -0.166
H -6.974 -5.867 -1.483
H -4.607 -3.906 -1.630
H -3.863 -6.289 -1.895
H -3.892 -5.372 -3.436
H -5.499 -8.403 -4.324
H -4.502 -8.523 -2.872
H -3.912 -7.680 -4.389
H -5.552 -3.695 -3.902
H -7.008 -4.280 -3.251
C 1.574 -0.699 -4.388
C 2.163 -1.306 -5.634
C 1.324 -1.095 -6.889
O 0.022 -1.611 -6.670
C -0.616 -2.131 -7.834
N 3.535 -0.793 -5.970
H 2.303 -0.927 -3.597
H 0.567 -1.066 -4.119
H 1.458 0.396 -4.455
H 2.436 -2.357 -5.531
H 1.945 -1.614 -7.597
H 1.272 -0.037 -7.149
H -0.675 -1.337 -8.611
H -1.641 -2.417 -7.539
H -0.070 -2.973 -8.238
H 3.566 0.213 -5.753
H 4.195 -1.239 -5.330
```

Computed properties:
Gap between HOMO and LUMO = 9.017 eV
E_HOMO = -8.899 eV
Energy = -126133.5243 eV
M = 1373.9 g mol⁻¹
Spin multiplicity = 1


No. 5
The following is a quantum chemistry calculation of a 9-piece molecular cluster, C30H46BBrO25 overall, from the OMol25 dataset.

```
103
Properties=species:S:1:pos:R:3
C -1.248 4.375 -1.568
C -0.669 2.823 -1.660
C -1.251 1.878 -0.451
Br -2.038 0.162 -1.225
B -0.170 1.584 0.756
C 1.168 0.633 0.663
C 2.504 1.366 0.061
C 2.638 2.964 0.404
O 2.643 1.054 -1.390
H -0.520 4.998 -0.888
H -2.352 4.319 -1.140
H -1.332 4.799 -2.676
H -1.059 2.351 -2.673
H 0.502 2.844 -1.735
H -2.193 2.449 0.007
H -0.417 2.086 1.816
H 1.420 0.306 1.783
H 1.018 -0.363 0.053
H 3.439 0.832 0.578
H 2.612 3.210 1.566
H 1.867 3.597 -0.212
H 3.716 3.310 0.023
H 3.488 1.530 -1.704
O 0.577 1.455 3.573
C 1.296 2.178 4.242
O 2.567 2.536 3.896
C 2.971 3.547 4.802
C 2.102 3.306 5.993
O 0.935 2.734 5.435
H 4.035 3.454 5.036
H 2.791 4.525 4.343
H 2.545 2.592 6.696
H 1.864 4.230 6.528
O 4.796 -4.026 3.726
C 3.670 -3.556 3.709
O 3.387 -2.240 3.482
C 1.985 -2.143 3.319
C 1.471 -3.347 4.040
O 2.530 -4.277 3.915
H 1.609 -1.209 3.746
H 1.751 -2.165 2.249
H 1.294 -3.153 5.103
H 0.554 -3.740 3.593
O 4.210 4.188 -4.442
C 4.900 3.197 -4.615
O 5.750 2.675 -3.682
C 6.183 1.422 -4.175
C 5.998 1.552 -5.653
O 4.924 2.465 -5.767
H 7.225 1.236 -3.901
H 5.555 0.636 -3.743
H 6.878 1.976 -6.148
H 5.749 0.598 -6.126
O -4.848 4.267 -6.071
C -4.388 3.213 -5.666
O -4.714 2.637 -4.472
C -4.154 1.337 -4.476
C -3.034 1.448 -5.459
O -3.480 2.455 -6.348
H -3.806 1.062 -3.477
H -4.921 0.623 -4.795
H -2.100 1.777 -4.993
H -2.855 0.511 -5.993
O -0.198 -5.308 6.209
C 0.492 -6.299 6.036
O 1.341 -6.820 6.969
C 1.774 -8.074 6.476
C 1.590 -7.944 4.998
O 0.515 -7.031 4.884
H 2.816 -8.260 6.750
H 1.147 -8.860 6.908
H 2.469 -7.520 4.503
H 1.340 -8.898 4.525
O 6.430 0.210 -1.796
C 7.149 0.933 -1.127
O 8.420 1.291 -1.473
C 8.823 2.301 -0.567
C 7.955 2.061 0.625
O 6.787 1.489 0.067
H 9.887 2.209 -0.332
H 8.643 3.279 -1.025
H 8.397 1.347 1.328
H 7.717 2.985 1.159
O -6.734 -1.556 -3.724
C -6.905 -0.732 -2.841
O -7.041 0.610 -3.053
C -7.444 1.182 -1.823
C -6.956 0.197 -0.810
O -6.985 -1.032 -1.512
H -6.997 2.171 -1.691
H -8.534 1.281 -1.819
H -5.928 0.399 -0.492
H -7.600 0.154 0.072
O -11.451 -5.822 -0.336
C -10.793 -4.947 -0.873
O -10.202 -5.067 -2.098
C -9.736 -3.780 -2.457
C -9.578 -3.092 -1.139
O -10.550 -3.720 -0.326
H -8.793 -3.848 -3.006
H -10.485 -3.297 -3.093
H -8.588 -3.255 -0.699
H -9.764 -2.017 -1.206
```

Computed properties:
Gap between HOMO and LUMO = 9.830 eV
SMILES = CC[C@@H](Br)BC[C@H](C)O.O=C1OCCO1.O=C1OCCO1.O=C1OCCO1.O=C1OCCO1.O=C1OCCO1.O=C1OCCO1.O=C1OCCO1.O=C1OCCO1
E_HOMO = -9.836 eV
Energy = -153758.9605 eV
M = 897.4 g mol⁻¹
Spin multiplicity = 1


No. 6
The following is a quantum chemistry calculation of one molecule with the formula C5H11NO, from the OMol25 dataset.

```
18
Properties=species:S:1:pos:R:3
C -1.042 -0.290 1.669
C -0.647 0.218 0.357
C 0.435 1.343 0.547
O 0.582 2.478 0.007
N -0.235 -0.963 -0.562
C 0.901 -1.767 0.053
C -0.093 -0.523 -1.999
H -1.674 0.419 2.208
H -0.233 -0.802 2.258
H -1.669 -1.078 1.344
H -1.468 0.804 -0.131
H 1.301 1.108 1.179
H 1.069 -2.683 -0.544
H 1.896 -1.241 -0.025
H 0.300 -2.064 1.045
H -0.939 -0.284 -2.616
H 0.370 -1.436 -2.419
H 0.713 0.286 -2.177
```

Computed properties:
Gap between HOMO and LUMO = 9.641 eV
SMILES = C[C@@H](C=O)N(C)C
E_HOMO = -8.742 eV
Relative energy (zero: lowest compared OMol25 entry of this formula, charge and spin) = 77.4 kcal per mole
Energy = -8898.3426 eV
M = 101.1 g mol⁻¹
Spin multiplicity = 1


No. 7
The following is a quantum chemistry calculation of a 2-piece molecular cluster, C7H7N2O4S2 overall, from the OMol25 dataset.

```
22
Properties=species:S:1:pos:R:3
C -1.116 -1.438 2.075
C -0.552 -0.216 2.271
C -1.277 -1.896 0.793
C -0.245 0.103 -0.099
C -0.144 0.547 1.190
C -0.871 -1.139 -0.277
C 0.445 1.886 1.486
N -2.037 -0.484 -2.615
N 1.582 2.118 0.794
O 2.648 1.037 -1.612
O 0.043 2.583 2.375
O 3.810 0.438 -3.587
O -0.321 -2.318 -2.652
S 2.730 0.112 -2.725
S -1.566 -1.869 -1.925
H -1.460 -1.988 2.956
H -0.750 0.243 3.322
H -1.679 -2.820 0.504
H -0.262 0.732 -0.992
H -2.956 -0.146 -2.141
H 1.748 1.582 -0.018
H 2.232 2.936 0.877
```

Computed properties:
Gap between HOMO and LUMO = 4.728 eV
E_HOMO = -3.450 eV
Relative energy (zero: lowest compared OMol25 entry of this formula, charge and spin) = 43.8 kcal per mole
Energy = -40212.6927 eV
M = 247.3 g mol⁻¹
Total charge = -1
Spin multiplicity = 1


No. 8
The following is a quantum chemistry calculation of one molecule with the formula C3H5NS3, from the OMol25 dataset.

```
12
Properties=species:S:1:pos:R:3
C -2.345 -1.330 -0.655
N -1.594 -0.991 0.307
S -1.183 0.567 0.448
C 0.588 0.136 1.274
S 2.129 0.035 0.359
C 1.989 1.221 -0.867
S 3.153 1.301 -2.037
H -2.264 -2.379 -0.995
H -2.793 -0.591 -1.178
H 0.650 1.091 1.859
H 0.494 -0.901 1.906
H 1.178 1.841 -0.421
```

Computed properties:
Gap between HOMO and LUMO = 8.196 eV
SMILES = C=NSCSC=S
E_HOMO = -8.728 eV
Relative energy (zero: lowest compared OMol25 entry of this formula, charge and spin) = 70.6 kcal per mole
Energy = -37184.3982 eV
M = 151.3 g mol⁻¹
Spin multiplicity = 1